Record 1
# CH3Br2P

CH3Br2P as an isolated structure (ωB97M-V with the def2-TZVPD basis set, the OMol25 dataset).

Geometry as XYZ:
```
7
CH3Br2P, DFT ωB97M-V with the def2-TZVPD basis set
C 0.51601 -0.02366 0.16234
P -0.58164 -0.05999 -1.26579
Br 1.51058 1.60587 0.22351
Br 1.58962 -1.57083 0.37626
H -0.21006 0.17725 2.21186
H -1.41753 0.97543 -0.85564
H -1.40698 -1.10406 -0.85255
```

Summary:
Spin multiplicity = 3
Gap between HOMO and LUMO (alpha / beta) = 8.46 / 8.38 eV
Energy relative to the best compared isomer or geometry (same formula, charge and spin) = 75.7 kcal per mole

Record 2
# C21H23N3O5S

An isolated molecule of C21H23N3O5S (ωB97M-V with the def2-TZVPD basis set, the OMol25 dataset).

Geometry as XYZ:
```
53
C21H23N3O5S, DFT ωB97M-V with the def2-TZVPD basis set
C -0.39581 -3.62639 -5.75828
C 0.32386 -3.13208 -4.55946
N -0.29589 -2.54748 -3.57069
O 0.64550 -2.21248 -2.63493
C 1.84810 -2.60607 -3.08274
N 2.92097 -2.38543 -2.25708
S 2.95735 -0.92456 -1.36303
O 2.50999 0.15224 -2.19078
O 4.28882 -0.88353 -0.83897
C 1.78812 -1.26150 -0.07399
C 2.15390 -2.12581 0.93933
C 1.25510 -2.39494 1.95197
C -0.00781 -1.79335 1.95399
N -0.87717 -2.08337 2.99563
C -1.92389 -1.35225 3.51893
O -2.72354 -1.89843 4.24863
C -1.96227 0.09431 3.20634
C -0.81245 0.87695 3.22104
C -0.87425 2.23170 2.95969
C -2.09843 2.83692 2.67528
O -2.28940 4.14288 2.39429
C -1.18489 5.02990 2.24437
C -1.76079 6.43839 2.34670
C -0.49114 4.81251 0.89996
C -3.25885 2.05411 2.69946
C -3.19245 0.70821 2.97281
C -0.36990 -0.95433 0.89594
C 0.53472 -0.68227 -0.11051
C 1.72377 -3.20208 -4.31149
C 2.77793 -3.79052 -5.18083
H -0.02901 -3.11863 -6.64890
H -1.45852 -3.43650 -5.64698
H -0.22685 -4.69469 -5.88209
H 3.81675 -2.63868 -2.64474
H 3.14006 -2.56098 0.92729
H 1.52504 -3.06549 2.75448
H -0.76812 -2.99405 3.42693
H 0.14398 0.43116 3.45173
H 0.03900 2.80447 2.98565
H -0.47249 4.87458 3.06720
H -0.96655 7.17332 2.25488
H -2.48755 6.59622 1.55455
H -2.25860 6.56954 3.30369
H -1.19489 4.99909 0.09239
H -0.12599 3.79232 0.80751
H 0.34814 5.49523 0.80158
H -4.20222 2.53738 2.50116
H -4.08872 0.10741 2.99622
H -1.35888 -0.52805 0.86139
H 0.28181 -0.03839 -0.93632
H 2.63303 -3.47191 -6.21152
H 2.73550 -4.87974 -5.15521
H 3.76589 -3.47486 -4.85251
```

Summary:
Gap between HOMO and LUMO = 8.94 eV
Energy relative to the best compared isomer or geometry (same formula, charge and spin) = 87.0 kcal per mole
Structure (SMILES) = Cc1noc(NS(=O)(=O)c2ccc(NC(=O)c3ccc(OC(C)C)cc3)cc2)c1C

Record 3
# C38H83NO17S7

C38H83NO17S7 as an isolated structure (ωB97M-V with the def2-TZVPD basis set, the OMol25 dataset).

Geometry as XYZ:
```
146
C38H83NO17S7, DFT ωB97M-V with the def2-TZVPD basis set
C 10.84087 20.70993 12.09888
C 11.82249 21.46320 12.93124
C 12.82438 20.42387 13.64389
O 12.51688 22.35260 12.06545
H 11.26563 19.83156 11.61292
H 10.40333 21.47830 11.46149
H 9.99758 20.44863 12.73817
H 11.19251 21.83983 13.73708
H 12.43940 19.56368 14.19157
H 13.46728 20.88567 14.39324
H 13.55440 19.94346 12.99244
H 13.26439 22.64351 12.59290
C 17.86318 20.08672 13.61303
C 17.10773 18.86470 13.00105
C 15.57217 19.00746 13.14632
O 17.55262 18.55993 11.69367
H 18.93549 19.89117 13.61371
H 17.50184 20.63371 14.48385
H 17.81056 20.85366 12.84029
H 17.29891 18.06575 13.71745
H 15.27142 19.55158 12.25100
H 15.32825 19.71429 13.93942
H 14.95193 18.12968 13.32770
H 17.24777 17.66940 11.50491
C 15.97076 22.71767 15.79693
C 16.04282 21.17783 15.58026
C 16.40875 20.30578 16.88267
O 17.37111 20.84003 17.60147
C 17.42031 20.03619 18.77570
N 14.75071 20.85517 15.02159
H 15.17829 23.05261 16.46619
H 15.69492 23.10629 14.81664
H 16.89089 23.26058 16.01307
H 16.77852 20.94885 14.80927
H 16.74889 19.37225 16.43442
H 15.42177 20.08592 17.28965
H 18.35408 20.36252 19.23363
H 17.67105 18.98129 18.66427
H 16.60627 20.10404 19.49740
H 13.96712 21.18323 15.56791
H 14.45547 21.18805 14.11489
C 16.39444 22.90891 21.94891
C 15.31586 21.79081 22.27758
C 15.96827 20.46265 22.01642
S 17.77915 20.67194 21.70069
O 18.14030 19.88358 20.49927
O 18.51488 20.66510 22.99432
C 17.51295 22.32622 20.98943
H 16.92040 23.21096 22.85458
H 16.00124 23.80675 21.47208
H 14.42264 21.86399 21.65717
H 14.92663 21.82837 23.29502
H 15.58919 19.90705 21.15869
H 15.98648 19.81244 22.89106
H 17.15856 22.10491 19.98269
H 18.48921 22.79024 20.84912
C 19.61069 18.56100 17.91845
C 21.00833 18.38327 17.30172
C 20.86994 17.72174 15.90808
S 19.41155 18.45838 15.08859
O 18.48587 17.40624 14.63207
O 19.73935 19.66320 14.32666
C 18.71268 19.15106 16.70613
H 19.65566 19.27504 18.74078
H 19.12733 17.62363 18.19376
H 21.70682 17.82533 17.92535
H 21.45198 19.37318 17.19517
H 20.45963 16.73114 16.10419
H 21.69282 17.67270 15.19494
H 17.63952 18.97483 16.63291
H 18.71279 20.24055 16.67289
C 17.20751 22.68164 13.14246
C 17.38319 23.87446 12.20439
C 17.42124 25.18513 13.11218
S 18.44361 24.71814 14.60514
O 17.61771 25.04800 15.75656
O 19.83460 25.14234 14.51756
C 18.29670 22.87746 14.25972
H 17.37188 21.74700 12.60624
H 16.28670 22.61477 13.72190
H 16.53199 24.04981 11.54650
H 18.24620 23.81928 11.54086
H 16.52928 25.39110 13.70386
H 17.76547 26.12225 12.67468
H 18.45273 22.40262 15.22836
H 19.25391 22.89933 13.73879
C 15.22976 16.92517 14.98853
C 14.45131 16.12793 16.02533
C 15.08015 16.19736 17.40760
S 15.76345 17.96798 17.37450
O 17.17508 17.99950 17.66297
O 14.80830 18.81645 18.08232
C 15.55658 18.33833 15.62668
H 14.66023 16.97027 14.06025
H 16.09201 16.30751 14.73728
H 14.20449 15.16463 15.57898
H 13.51099 16.64849 16.20675
H 16.01195 15.63211 17.42648
H 14.47969 16.04917 18.30514
H 16.19862 19.14622 15.27568
H 14.57610 18.81368 15.59867
C 11.65300 20.17516 18.32712
C 11.99460 19.36044 17.09568
C 13.09558 20.15518 16.31962
S 12.40671 21.94840 16.36259
O 11.71293 22.10940 15.09588
O 13.60060 22.85402 16.55395
C 11.29579 21.60041 17.81853
H 12.54759 20.31109 18.93484
H 11.08807 19.70635 19.13283
H 11.12628 19.01059 16.53734
H 12.42172 18.38478 17.32754
H 13.32209 19.87425 15.29109
H 13.99617 20.15179 16.93364
H 10.41895 21.25510 17.27081
H 10.84911 22.49660 18.24915
C 18.09881 23.59556 18.24219
C 18.56169 24.97683 17.59179
C 20.01708 24.78098 17.14079
S 20.90393 23.73702 18.49511
O 21.55027 24.53143 19.52356
O 21.62022 22.69875 17.73516
C 19.25922 23.07951 19.12519
H 17.96980 22.88075 17.42947
H 17.17850 23.76483 18.80118
H 18.70448 25.87201 18.19707
H 17.91400 25.28264 16.77016
H 20.64173 25.64639 16.91951
H 19.92342 24.05268 16.33524
H 19.29211 23.46888 20.14274
H 19.34370 21.99537 19.05035
C 14.40442 24.84727 19.68247
C 15.39705 23.95284 18.89868
C 14.44598 23.00799 18.11460
S 13.06836 22.60085 19.27249
O 13.25995 21.30576 19.89186
O 11.82917 23.03944 18.63340
C 13.52495 23.83848 20.46147
H 13.81048 25.52228 19.06628
H 15.08250 25.46806 20.26806
H 15.96919 23.48914 19.70224
H 16.15922 24.49731 18.34122
H 14.88945 22.08055 17.75226
H 14.04279 23.59240 17.28756
H 14.13931 23.40671 21.25156
H 12.62788 24.25285 20.92155
```

Summary:
Gap between HOMO and LUMO = 7.34 eV
Energy relative to the best compared isomer or geometry (same formula, charge and spin) = 1138.9 kcal per mole